Entry 1:
{"formula": "CH3IO2P", "method": "wB97M-V/def2-TZVPD", "species": ["C", "O", "O", "P", "I", "H", "H", "H"], "xyz": [[0.8141, -0.4698, -0.0794], [-0.5387, 1.9730, -1.3083], [-0.5708, 1.0288, 1.5467], [-0.5720, 0.6741, 0.1486], [-2.4316, -0.9573, -0.2685], [0.9003, -1.2263, -0.9235], [1.7203, 0.1559, 0.0295], [0.6784, -1.1784, 0.8549]], "atomic_forces_ev_per_a": [[0.4, -2.5, 1.1], [-0.3, -4.8, 5.3], [-0.3, 0.9, 2.3], [0.6, 3.7, -7.6], [-0.3, 0.0, -0.1], [-0.4, 1.6, 0.6], [-0.3, -0.5, -0.1], [0.6, 1.5, -1.5]], "homo_energy_ha": -0.1632, "molar_mass_g_mol": 204.91, "orbital_gap_ev": 7.51, "relative_energy_kcal_mol": 65.4, "smiles": "C[P@](=O)([O-])I", "charge": -1}



Entry 2:
{"formula": "C32H65CrN2OPS2Si", "method": "wB97M-V/def2-TZVPD", "species": ["Cr", "C", "C", "N", "C", "C", "S", "C", "C", "N", "H", "H", "H", "H", "H", "H", "H", "H", "H", "H", "H", "H", "H", "H", "C", "C", "C", "O", "H", "H", "H", "H", "H", "H", "H", "C", "C", "C", "C", "P", "C", "C", "C", "C", "C", "C", "C", "C", "C", "C", "H", "H", "H", "H", "H", "H", "H", "H", "H", "H", "H", "H", "H", "H", "H", "H", "H", "H", "H", "H", "H", "H", "H", "C", "Si", "C", "C", "C", "C", "C", "C", "C", "C", "H", "H", "H", "H", "H", "H", "H", "H", "H", "H", "H", "H", "H", "H", "H", "H", "H", "H", "H", "H", "H", "S"], "xyz": [[-0.2859, -0.5144, 1.4616], [2.1522, -2.2458, 1.2802], [2.3633, -1.4960, 2.5871], [1.5733, -0.2729, 2.5598], [1.3717, 0.3083, 3.8809], [0.4509, -0.5673, 4.7166], [-0.9416, -1.1746, 3.7096], [0.5623, -4.1651, 2.9491], [0.2877, -3.8393, 1.5552], [0.7216, -2.4497, 1.0721], [2.5486, -1.6547, 0.4498], [2.6869, -3.2064, 1.3202], [1.9941, -2.1292, 3.3958], [3.4327, -1.2866, 2.7490], [2.0431, 0.4130, 1.9693], [2.3347, 0.4568, 4.4053], [0.8819, 1.2740, 3.7230], [0.9629, -1.4412, 5.1313], [0.0272, 0.0066, 5.5431], [1.5606, -4.4739, 3.2242], [-0.0298, -3.6766, 3.7013], [0.7887, -4.5625, 0.8898], [-0.7894, -3.8637, 1.3610], [0.5858, -2.4888, 0.0641], [-0.1757, 3.6340, 1.3719], [-1.1865, 2.5742, 1.8614], [-1.8172, 3.0503, 3.1904], [-0.5876, 1.3587, 1.9649], [-0.6732, 4.5637, 1.0983], [0.3470, 3.2404, 0.5068], [0.5552, 3.8358, 2.1527], [-2.0172, 2.5480, 1.1233], [-1.0434, 3.3218, 3.9075], [-2.4181, 2.2533, 3.6214], [-2.4505, 3.9167, 3.0030], [-4.0949, -0.5770, -2.2081], [-2.7776, -0.1312, -1.5699], [-2.7922, 1.3530, -1.2326], [-1.6834, -0.3324, -2.6207], [-2.2537, -1.0833, 0.0416], [-2.1530, -2.7131, -0.8158], [-0.9563, -2.9926, -1.4916], [-0.7573, -4.1938, -2.1418], [-1.7575, -5.1572, -2.1593], [-2.9630, -4.8802, -1.5352], [-3.1577, -3.6782, -0.8778], [-3.7920, -1.1867, 1.1945], [-5.2117, -1.2309, 0.6235], [-3.7193, 0.0598, 2.0780], [-3.5490, -2.3974, 2.0973], [-4.1098, -0.2415, -3.2457], [-4.9639, -0.1557, -1.7142], [-4.1787, -1.6620, -2.2128], [-2.9973, 1.9424, -2.1264], [-1.8094, 1.6217, -0.8444], [-3.5503, 1.5929, -0.4913], [-1.8268, 0.3849, -3.4285], [-1.7143, -1.3299, -3.0520], [-0.7023, -0.1604, -2.1818], [-0.1921, -2.2272, -1.5413], [0.1786, -4.3871, -2.6491], [-1.6084, -6.1037, -2.6624], [-3.7644, -5.6080, -1.5560], [-4.1132, -3.4977, -0.4164], [-5.5037, -0.2553, 0.2437], [-5.8946, -1.4740, 1.4379], [-5.3568, -1.9650, -0.1601], [-3.9274, 0.9629, 1.5115], [-2.7295, 0.1499, 2.5205], [-4.4517, -0.0150, 2.8814], [-3.6888, -3.3451, 1.5895], [-4.2248, -2.3651, 2.9491], [-2.5345, -2.3654, 2.4880], [3.4449, 0.0741, -3.1037], [2.6697, 1.3212, -1.8607], [4.1435, 1.9134, -0.7421], [4.6435, 0.6924, 0.0292], [3.6664, 2.9546, 0.2669], [5.3385, 2.4721, -1.5159], [1.9346, 2.7287, -2.9806], [0.9901, 3.6371, -2.1982], [2.9744, 3.6013, -3.6835], [1.1153, 2.0256, -4.0623], [4.0573, 0.5591, -3.8594], [2.6658, -0.4824, -3.6161], [4.0641, -0.6546, -2.5895], [3.8160, 0.1879, 0.5250], [5.3802, 0.9766, 0.7841], [5.1097, -0.0212, -0.6489], [2.8242, 2.5714, 0.8401], [3.3406, 3.8659, -0.2307], [4.4656, 3.2204, 0.9642], [5.6388, 1.7925, -2.3110], [6.1942, 2.6023, -0.8471], [5.1161, 3.4397, -1.9587], [1.5125, 4.1968, -1.4253], [0.2116, 3.0468, -1.7232], [0.5091, 4.3560, -2.8668], [3.4753, 4.2698, -2.9855], [2.4843, 4.2226, -4.4383], [3.7279, 2.9943, -4.1844], [0.4490, 1.2948, -3.6184], [1.7637, 1.5051, -4.7649], [0.5142, 2.7445, -4.6247], [1.2223, 0.2933, -0.7933]], "atomic_forces_ev_per_a": [[1.2, 1.1, 2.4], [0.6, 0.2, 0.3], [0.2, -0.5, -0.2], [-0.1, 0.5, -0.5], [-0.1, 0.3, 0.5], [-0.2, -0.3, -0.3], [0.1, 0.2, -1.0], [-0.1, -0.4, -0.3], [-0.6, -1.2, 1.4], [-0.4, 1.9, -1.1], [-0.1, -0.1, 0.1], [-0.2, 0.1, 0.0], [0.0, 0.0, -0.1], [-0.1, 0.0, 0.0], [-0.1, 0.0, 0.0], [-0.2, 0.0, -0.2], [0.2, -0.1, 0.0], [0.0, 0.1, 0.0], [0.1, 0.0, 0.0], [0.2, -0.1, 0.0], [-0.1, 0.0, 0.2], [-0.1, 0.3, -0.1], [0.1, 0.0, -0.2], [0.2, 0.1, 0.1], [-0.3, -0.5, 0.0], [-0.6, 1.1, -0.4], [0.2, -0.4, -0.4], [0.6, -2.2, -0.5], [0.0, 0.1, 0.0], [0.1, 0.0, -0.1], [0.1, 0.0, 0.1], [0.2, 0.0, 0.1], [0.1, 0.0, 0.1], [-0.1, -0.1, 0.1], [0.0, 0.1, 0.0], [0.1, 0.0, 0.3], [0.3, 0.2, 0.1], [0.0, -0.1, 0.2], [0.1, -0.1, 0.2], [-1.7, -0.3, -0.9], [0.4, -0.3, 0.2], [-0.3, 0.1, 0.1], [0.0, -0.3, -0.2], [-0.1, 0.1, 0.1], [0.0, -0.2, -0.1], [0.1, 0.3, 0.1], [0.2, 0.1, 0.0], [0.2, 0.0, -0.1], [0.3, 0.1, -0.1], [0.2, 0.0, -0.1], [0.1, 0.1, -0.1], [-0.1, 0.0, 0.0], [-0.1, -0.1, -0.1], [0.0, 0.1, -0.1], [0.0, 0.2, 0.0], [-0.1, 0.1, 0.1], [-0.1, 0.1, -0.1], [0.0, 0.0, -0.1], [0.1, 0.0, -0.2], [0.1, 0.0, 0.0], [0.1, 0.1, 0.0], [0.0, 0.0, 0.0], [0.0, 0.0, 0.0], [-0.1, 0.0, 0.1], [-0.1, 0.1, -0.1], [0.0, 0.0, 0.1], [-0.1, -0.1, -0.1], [-0.1, 0.2, -0.1], [-0.1, 0.1, 0.1], [-0.1, 0.0, 0.1], [0.0, -0.1, 0.0], [-0.1, 0.1, 0.1], [0.0, -0.3, 0.1], [-0.2, 0.4, 0.3], [0.6, -0.2, -0.5], [-0.1, 0.0, 0.1], [-0.2, -0.1, -0.1], [-0.1, -0.1, -0.1], [-0.2, 0.0, -0.1], [-0.1, 0.0, 0.1], [0.0, -0.1, 0.0], [0.1, -0.2, 0.2], [0.1, -0.1, 0.0], [0.2, 0.1, -0.2], [-0.2, 0.0, 0.0], [0.1, -0.1, 0.2], [0.0, -0.1, 0.1], [0.1, 0.1, 0.1], [0.1, -0.1, 0.0], [-0.2, 0.0, 0.1], [0.0, 0.2, 0.0], [0.1, 0.0, 0.1], [0.1, -0.1, -0.1], [0.1, 0.0, 0.1], [0.0, 0.1, -0.1], [0.0, 0.1, 0.1], [-0.2, 0.0, 0.1], [0.0, 0.1, -0.1], [0.1, 0.1, 0.0], [0.0, 0.1, -0.1], [0.1, 0.0, -0.1], [-0.2, -0.2, 0.0], [0.0, -0.1, -0.1], [0.0, 0.1, 0.0], [-0.4, 0.0, 0.3]], "homo_energy_ha": [-0.0838, -0.0681], "multiplicity": 2, "molar_mass_g_mol": 669.07, "orbital_gap_ev": [4.79, 4.30], "relative_energy_kcal_mol": 0.0, "charge": -1}



Entry 3:
{"formula": "C5H14O", "method": "wB97M-V/def2-TZVPD", "species": ["C", "C", "H", "H", "H", "H", "H", "H", "C", "C", "C", "O", "H", "H", "H", "H", "H", "H", "H", "H"], "xyz": [[-2.4689, 1.3294, -0.5598], [-2.4409, 0.9485, -2.0166], [-3.3901, 1.7943, -0.2381], [-2.2739, 0.4187, 0.0050], [-1.6028, 1.9598, -0.3234], [-1.6047, 0.3168, -2.3384], [-2.4373, 1.7382, -2.7663], [-3.3376, 0.3417, -2.2125], [1.4175, -0.1913, 0.6541], [1.3792, -0.8590, -0.6673], [0.0544, -0.4740, 1.4245], [2.4699, -0.7675, 1.4436], [1.5962, 0.8708, 0.7795], [1.0120, -1.8836, -0.6900], [0.2520, -0.5271, 2.4892], [-0.6243, 0.3388, 1.1980], [-0.2703, -1.4318, 1.0240], [2.5086, -1.7013, 1.3682], [2.3124, -0.8506, -1.2457], [0.7297, -0.3846, -1.4198]], "atomic_forces_ev_per_a": [[1.5, -0.2, 0.0], [-0.8, -0.8, -1.2], [-0.1, 0.1, 0.0], [-0.5, 0.0, 0.2], [-0.3, 0.3, 0.1], [0.1, 0.0, 0.6], [-0.2, 0.5, 0.3], [0.2, 0.1, -0.2], [-1.0, -1.5, 2.8], [0.0, 0.7, -2.9], [1.5, 0.3, -1.2], [0.5, 1.6, 0.3], [0.2, 0.2, -1.0], [0.1, -0.2, 0.7], [0.0, 0.0, 0.1], [-0.4, -0.2, 0.1], [-0.6, 0.0, 0.4], [-0.2, -1.3, -0.3], [0.3, 0.0, 0.7], [-0.3, 0.3, 0.5]], "homo_energy_ha": -0.3658, "molar_mass_g_mol": 90.17, "orbital_gap_ev": 10.96, "relative_energy_kcal_mol": 23.2, "smiles": "CC(C)O.CC"}



Entry 4:
{"formula": "C10H14NOP", "method": "wB97M-V/def2-TZVPD", "species": ["C", "N", "C", "P", "C", "C", "O", "C", "C", "C", "C", "C", "C", "H", "H", "H", "H", "H", "H", "H", "H", "H", "H", "H", "H", "H", "H"], "xyz": [[-2.1322, 1.2028, 1.0357], [-1.0614, 0.2451, 1.3011], [-1.4074, -1.0794, 0.8068], [-0.2714, -2.4051, 1.4415], [1.5183, -1.9142, 1.2664], [1.9827, -1.3448, -0.0796], [2.9164, -1.8849, -0.6565], [1.3581, -0.1248, -0.7087], [1.4969, 1.1250, -0.1698], [0.9023, 2.2114, -0.7425], [0.1393, 2.0740, -1.8728], [0.0056, 0.8244, -2.4230], [0.6095, -0.2614, -1.8506], [-3.0408, 0.9324, 1.5997], [-1.8351, 2.2042, 1.3583], [-2.3815, 1.2708, -0.0244], [-1.0210, 0.1498, 2.3133], [-2.4170, -1.3365, 1.1788], [-1.4614, -1.1341, -0.2836], [-0.4203, -3.4852, 0.5350], [1.7997, -1.2574, 2.0938], [2.0909, -2.8353, 1.4023], [2.0652, 1.2895, 0.7404], [1.0141, 3.2041, -0.3212], [-0.3673, 2.9060, -2.3459], [-0.5876, 0.6792, -3.3199], [0.5055, -1.2556, -2.2746]], "atomic_forces_ev_per_a": [[-0.2, 0.2, 0.3], [0.0, -0.2, 0.1], [-0.3, -0.3, -0.5], [0.0, -0.2, 1.6], [-0.2, 0.3, -1.1], [1.3, -0.4, -0.2], [-0.9, 0.3, 0.3], [0.1, -0.8, 0.6], [0.7, 0.3, 1.3], [-0.1, 1.3, 0.0], [-0.4, 0.2, -0.5], [-0.7, -0.2, -1.0], [0.1, -1.2, -0.3], [-0.1, 0.1, -0.3], [0.1, -0.1, 0.0], [0.2, -0.2, 0.0], [0.3, 0.1, 0.0], [0.2, -0.4, -0.1], [0.1, 0.5, 0.1], [0.1, 0.6, -0.4], [-0.3, 0.2, -0.1], [-0.1, 0.0, 0.0], [0.0, -0.2, 0.0], [0.1, -0.1, 0.2], [0.1, 0.1, 0.1], [0.0, 0.1, 0.0], [-0.1, 0.1, -0.1]], "homo_energy_ha": -0.3121, "molar_mass_g_mol": 195.20, "orbital_gap_ev": 9.31, "relative_energy_kcal_mol": 64.1, "smiles": "CNCPCC(=O)c1ccccc1"}